(P)
Here is a cluster of 2 separate species, C4H9N2P in total from the Open Molecules 2025 dataset. Energies are from ωB97M-V/def2-TZVPD.

Atoms and positions in Å:
C (-3.191, -0.396, -0.290)
C (-2.059, 0.016, 0.353)
C (-0.781, -0.324, -0.012)
C (0.177, 0.290, 0.695)
N (2.301, 1.440, -0.517)
N (1.455, -0.215, 0.821)
P (1.964, -1.698, 0.153)
H (-4.195, -0.113, -0.042)
H (-3.243, -1.195, -1.003)
H (-2.210, 0.679, 1.221)
H (-0.382, -1.141, -0.769)
H (-0.101, 1.048, 1.462)
H (1.896, 2.025, 0.239)
H (3.309, 1.453, -0.289)
H (1.766, -1.431, -1.157)
H (3.341, -1.522, 0.402)

Computed properties:
- HOMO (spin up / spin down) (eV) = -8.6 / -8.0
- charge = 0
- HOMO-LUMO gap (spin up / spin down) (eV) = 7.52 / 7.98
- lowest unoccupied orbital energy (spin up / spin down) (eV) = -1.112 / -0.062



(Q)
Here is an isolated molecule of C4H9N2P from the Open Molecules 2025 dataset. Energies are from ωB97M-V/def2-TZVPD.

Atoms and positions in Å:
C (-0.359, -1.809, -0.436)
C (0.923, -1.387, -0.268)
C (1.505, 1.149, -0.155)
C (1.093, -0.144, 0.633)
N (-1.469, -1.210, 0.063)
N (-1.798, 1.524, -0.661)
P (-2.043, 0.226, 0.126)
H (-0.626, -2.720, -0.953)
H (1.782, -1.891, -0.743)
H (1.863, 1.902, 0.653)
H (0.550, 1.410, -0.611)
H (2.213, 0.809, -0.863)
H (0.102, 0.167, 1.062)
H (1.888, -0.350, 1.463)
H (-2.595, 2.171, -0.554)
H (-3.030, 0.154, 1.245)

Computed properties:
- HOMO (eV) = -8.2
- charge = 0
- HOMO-LUMO gap (eV) = 8.55
- lowest unoccupied orbital energy (eV) = 0.332



Of them, the most stable is (Q) and the least stable is (P).



(P)
Here is a cluster of 2 separate species, C2H6Br2O in total from the Open Molecules 2025 dataset. Energies are from ωB97M-V/def2-TZVPD.

Atoms and positions in Å:
C (0.399, 0.149, -0.129)
C (0.944, -0.650, -1.314)
Br (1.537, -2.456, -0.716)
Br (-0.456, -0.642, -2.658)
H (0.276, 1.185, -0.487)
H (1.054, 0.159, 0.759)
H (-0.589, -0.241, 0.168)
H (1.821, -0.109, -1.725)
O (-1.836, 1.126, 1.781)
H (-1.316, 0.322, 1.556)
H (-1.833, 1.156, 2.765)

Computed properties:
- HOMO (eV) = -10.4
- charge = 0
- HOMO-LUMO gap (eV) = 10.84
- lowest unoccupied orbital energy (eV) = 0.423
- SMILES string = CC(Br)Br.O



(Q)
Here is a cluster of 2 separate species, C2H6Br2O in total from the Open Molecules 2025 dataset. Energies are from ωB97M-V/def2-TZVPD.

Atoms and positions in Å:
C (0.000, 0.000, 0.000)
C (-0.490, -1.129, 0.910)
Br (-0.640, -0.473, 2.768)
Br (-2.257, -1.774, 0.173)
H (-0.698, 0.854, 0.009)
H (0.077, -0.381, -1.032)
H (0.995, 0.354, 0.319)
H (0.175, -2.014, 0.976)
O (3.808, -3.792, -1.997)
H (3.154, -3.131, -1.675)
H (3.918, -3.586, -2.953)

Computed properties:
- HOMO (eV) = -10.3
- charge = 0
- HOMO-LUMO gap (eV) = 10.58
- lowest unoccupied orbital energy (eV) = 0.239
- SMILES string = CC(Br)Br.O



Of them, the most stable is (Q) and the least stable is (P).



(P)
Here is an isolated molecule of C2HClF2O2 from the Open Molecules 2025 dataset. Energies are from ωB97M-V/def2-TZVPD.

Atoms and positions in Å:
C (0.163, -1.616, 0.443)
C (0.752, -0.293, 0.082)
O (-1.979, -0.873, 1.040)
O (-0.989, -1.782, 0.949)
F (0.894, -0.268, -1.272)
F (1.932, -0.243, 0.835)
Cl (1.119, -2.923, 0.579)
H (0.189, 0.588, 0.271)

Computed properties:
- HOMO (spin up / spin down) (eV) = -9.8 / -9.8
- charge = 0
- HOMO-LUMO gap (spin up / spin down) (eV) = 8.69 / 8.68
- lowest unoccupied orbital energy (spin up / spin down) (eV) = -1.139 / -1.139



(Q)
Here is a structure of composition C2HClF2O2 from the Open Molecules 2025 dataset. Energies are from ωB97M-V/def2-TZVPD.

Atoms and positions in Å:
C (1.167, -0.711, -0.893)
C (-0.211, -0.619, -0.401)
O (1.961, -1.095, -1.648)
O (1.924, -0.058, 0.686)
F (-1.166, -0.843, -1.284)
F (3.231, -0.171, 0.297)
Cl (-0.182, -1.952, 0.829)
H (-0.348, 0.478, 0.153)

Computed properties:
- HOMO (eV) = -10.5
- charge = 0
- HOMO-LUMO gap (eV) = 9.89
- lowest unoccupied orbital energy (eV) = -0.580



Of them, the most stable is (P) and the least stable is (Q).



(P)
Here is a cluster of 2 separate species, C2H7S2 in total from the Open Molecules 2025 dataset. Energies are from ωB97M-V/def2-TZVPD.

Atoms and positions in Å:
C (1.035, -1.703, -0.531)
S (1.763, -0.713, 0.838)
H (1.856, -2.017, -1.184)
H (0.305, -1.082, -1.041)
H (0.667, -2.654, -0.161)
H (0.705, -1.012, 1.597)
C (-1.234, 1.852, 0.253)
S (-2.027, 1.199, -1.290)
H (-0.362, 2.339, -0.191)
H (-0.853, 1.186, 0.985)
H (-1.855, 2.605, 0.725)

Computed properties:
- HOMO (eV) = -2.0
- charge = -1
- HOMO-LUMO gap (eV) = 5.29
- lowest unoccupied orbital energy (eV) = 3.258



(Q)
Here is a structure of composition C2H7S2 from the Open Molecules 2025 dataset. Energies are from ωB97M-V/def2-TZVPD.

Atoms and positions in Å:
S (-0.305, 0.383, 2.586)
H (-1.512, 0.893, 2.408)
C (0.771, 0.601, -2.619)
C (1.047, -0.366, -1.442)
S (-0.578, -0.647, -0.575)
H (0.867, 0.080, -3.595)
H (1.217, 1.580, -2.534)
H (-0.309, 0.711, -2.723)
H (1.490, -1.296, -1.815)
H (1.741, 0.039, -0.727)
H (-0.395, -0.334, 1.190)

Computed properties:
- HOMO (eV) = -3.0
- charge = -1
- HOMO-LUMO gap (eV) = 6.91
- lowest unoccupied orbital energy (eV) = 3.882



Of them, the most stable is (Q) and the least stable is (P).